C33H30N6O2S5Ta as an isolated structure in a non-equilibrium geometry. Source: the Open Molecules 2025 dataset; level of theory: the ωB97M-V functional and the def2-TZVPD basis.

```
77
Properties=species:S:1:pos:R:3:mulliken_charge:R:1
Ta 0.27 -0.98 0.05 0.822
C -1.90 -0.10 -6.22 -1.931
C -1.88 0.08 -4.74 0.692
C -1.69 1.31 -4.15 -0.368
C -1.73 1.49 -2.75 0.622
C -1.75 2.75 -2.15 -0.770
N -1.18 3.85 -2.63 -0.108
C 0.10 3.81 -3.29 0.211
C 1.21 4.09 -2.26 -1.193
C 1.08 3.20 -1.02 0.444
N 2.13 3.48 -0.09 0.140
C 2.05 3.48 1.21 -0.905
C 0.98 3.01 2.03 0.672
C 0.68 3.75 3.18 -0.722
C -0.32 3.39 4.06 0.228
C -0.66 4.19 5.28 -1.670
C -1.00 2.20 3.79 -0.976
C -0.69 1.36 2.72 1.011
C -1.32 0.07 2.77 -0.379
N -1.12 -0.95 2.04 0.338
C -1.67 -2.21 2.50 -1.045
C -2.62 -2.89 1.51 -0.690
C -1.93 -3.40 0.24 -0.909
N -1.54 -2.28 -0.58 0.232
C -2.13 -2.10 -1.70 -0.049
C -2.00 -0.92 -2.50 -0.086
C -2.03 -1.03 -3.90 -0.815
C -1.75 0.33 -1.89 0.520
O -1.46 0.46 -0.64 -0.966
C 0.32 1.75 1.78 0.608
O 0.73 0.99 0.84 -0.329
H -1.52 0.77 -6.73 0.362
H -2.92 -0.29 -6.57 0.385
H -1.30 -0.97 -6.49 0.391
H -1.65 2.19 -4.78 0.507
H -2.30 2.84 -1.21 0.543
H -1.39 4.72 -2.16 0.331
H 0.14 4.55 -4.10 0.404
H 0.26 2.82 -3.72 -0.651
H 1.20 5.15 -1.97 0.399
H 2.16 3.88 -2.76 0.530
H 1.13 2.14 -1.32 -0.720
H 0.12 3.35 -0.51 0.383
H 3.01 3.76 -0.52 0.368
H 2.89 3.93 1.74 0.547
H 1.24 4.66 3.37 0.494
H -0.27 5.20 5.21 0.384
H -0.23 3.72 6.16 0.333
H -1.74 4.23 5.42 0.392
H -1.78 1.90 4.48 0.530
H -2.00 -0.04 3.63 0.240
H -2.22 -2.06 3.44 0.626
H -0.83 -2.88 2.71 0.194
H -3.40 -2.18 1.22 0.278
H -3.08 -3.73 2.02 0.477
H -2.62 -4.06 -0.30 0.611
H -1.04 -3.98 0.51 0.140
H -2.81 -2.86 -2.08 0.453
H -2.24 -1.99 -4.34 0.558
S 1.25 0.76 -4.56 -0.270
C 1.10 -0.44 -3.42 0.435
S 1.63 0.02 -1.78 -0.360
S 0.46 -1.95 -3.69 -0.236
S 1.28 -3.17 -0.59 -0.235
C 2.14 -3.78 0.80 0.560
C 2.61 -5.09 0.76 -1.010
C 3.24 -5.64 1.87 0.570
C 3.72 -6.96 1.82 -0.259
N 4.11 -8.04 1.76 -0.461
C 3.40 -4.87 3.04 0.395
C 2.96 -3.55 3.06 -0.891
C 2.34 -3.00 1.94 0.580
S 1.83 -1.33 1.99 -0.355
C 3.96 -5.43 4.21 -0.221
N 4.38 -5.87 5.18 -0.466
H 2.48 -5.68 -0.13 0.556
H 3.10 -2.95 3.94 0.550
```

Results
Total charge ... +1
Energy relative to the best compared isomer or geometry (same formula, charge and spin) ... 336.7 kJ/mol

C29H38MgN3O5Si as an isolated structure. Source: the Open Molecules 2025 dataset; level of theory: the ωB97M-V functional and the def2-TZVPD basis.

```
77
Properties=species:S:1:pos:R:3:mulliken_charge:R:1
Mg 0.17 -0.20 0.83 1.515
O 2.41 -5.83 2.48 -0.562
C 2.01 -4.59 2.09 1.100
C 2.54 -3.44 2.66 -0.526
C 2.06 -2.22 2.21 -0.248
N 1.14 -2.13 1.26 0.192
C 0.62 -3.23 0.74 -0.039
C 1.03 -4.50 1.11 -0.789
C -0.52 -2.93 -0.25 -0.038
O -0.90 -3.82 -1.00 -0.799
O -0.91 -1.73 -0.18 -0.354
C 2.45 -0.86 2.81 -0.132
O 3.44 -0.80 3.54 -0.825
O 1.66 0.07 2.46 -0.659
H 3.07 -5.74 3.17 0.298
H 3.29 -3.47 3.44 0.422
H 0.57 -5.38 0.67 0.576
C 1.32 -1.97 -3.76 -0.548
C 2.60 -2.26 -3.32 -0.559
C 3.17 -1.47 -2.34 -0.743
C 2.42 -0.42 -1.81 0.894
N 1.18 -0.15 -2.21 -0.227
C 0.65 -0.90 -3.17 -0.127
C 2.99 0.52 -0.81 0.263
C 4.35 0.83 -0.82 -0.805
C 4.83 1.80 0.04 -0.594
C 3.95 2.41 0.91 -1.029
C 2.62 2.02 0.89 -0.024
N 2.15 1.11 0.04 0.157
H 0.82 -2.59 -4.49 0.375
H 3.15 -3.10 -3.73 0.396
H 4.17 -1.67 -1.98 0.385
H -0.37 -0.67 -3.45 0.344
H 5.01 0.35 -1.53 0.391
H 5.88 2.08 0.03 0.406
H 4.28 3.17 1.61 0.445
H 1.91 2.41 1.60 0.202
C -0.42 3.74 1.40 -2.044
C -1.85 3.18 1.29 3.058
C -2.76 4.01 2.21 -1.895
C -2.28 3.45 -0.16 -2.287
Si -1.81 1.23 1.66 -0.770
C -3.54 0.52 1.00 2.928
C -4.78 1.33 1.37 -1.919
C -3.49 0.42 -0.54 -1.732
C -3.75 -0.91 1.52 -2.060
C -1.80 1.00 3.64 2.659
C -3.12 1.33 4.35 -1.986
C -0.69 1.86 4.26 -1.893
C -1.44 -0.46 3.96 -1.655
H -0.43 4.83 1.26 0.618
H 0.20 3.30 0.62 0.352
H 0.03 3.53 2.37 0.288
H -2.75 5.07 1.89 0.580
H -2.41 3.98 3.25 0.345
H -3.79 3.67 2.18 0.264
H -2.12 4.51 -0.40 0.554
H -3.34 3.24 -0.32 0.364
H -1.70 2.86 -0.86 0.366
H -4.76 2.32 0.91 0.275
H -4.89 1.45 2.45 0.254
H -5.68 0.82 1.00 0.582
H -3.36 1.39 -1.01 0.271
H -4.43 -0.02 -0.91 0.547
H -2.67 -0.23 -0.85 0.055
H -3.95 -0.93 2.59 0.338
H -2.88 -1.54 1.30 0.113
H -4.61 -1.36 1.02 0.611
H -3.45 2.35 4.13 0.307
H -2.99 1.24 5.43 0.546
H -3.91 0.64 4.05 0.337
H -0.88 2.93 4.15 0.352
H 0.28 1.63 3.80 0.055
H -0.61 1.65 5.33 0.579
H -2.18 -1.17 3.59 0.224
H -1.37 -0.59 5.05 0.554
H -0.46 -0.72 3.54 0.127
```

Results
Total charge ... -1
Energy relative to the best compared isomer or geometry (same formula, charge and spin) ... 35.2 kJ/mol

A 2-piece molecular cluster, C2H9NS2 overall. Source: the Open Molecules 2025 dataset; level of theory: the ωB97M-V functional and the def2-TZVPD basis.

```
14
Properties=species:S:1:pos:R:3:nbo_charge:R:1
S 1.32 -1.04 -0.70 0.080
S 2.03 -0.12 0.97 0.099
C 0.82 0.36 -1.73 -0.775
C 0.52 0.15 1.93 -0.772
H 0.45 -0.04 -2.69 0.225
H 1.67 1.04 -1.94 0.227
H 0.01 0.95 -1.26 0.243
H -0.19 0.82 1.41 0.243
H 0.01 -0.80 2.15 0.216
H 0.82 0.62 2.88 0.230
N -1.78 -0.21 -0.21 -1.104
H -2.30 -0.32 -1.09 0.360
H -2.39 -0.57 0.54 0.360
H -0.97 -0.84 -0.27 0.367
```

Results
SMILES ... CSSC.N
Total charge ... 0
Energy relative to the best compared isomer or geometry (same formula, charge and spin) ... 0.0 kJ/mol

C29H44ClN5O2OsS2 as an isolated structure in a non-equilibrium geometry. Source: the Open Molecules 2025 dataset; level of theory: the ωB97M-V functional and the def2-TZVPD basis.

```
84
Properties=species:S:1:pos:R:3:mulliken_spin:R:1
Os -1.61 0.83 -0.97 5.884
Cl -1.70 -0.77 -2.76 -0.400
C 2.27 -0.67 0.17 -0.011
C 0.36 0.11 -0.75 0.083
N 0.92 -0.83 0.10 0.000
H 3.60 0.64 -1.00 -0.008
N 1.46 0.77 -1.25 -0.050
H 2.89 -1.27 0.81 0.018
C 0.22 -1.89 0.85 -0.077
C 1.19 -3.00 1.23 -0.012
C -0.37 -1.31 2.13 -0.034
H 1.92 -2.69 1.99 -0.003
H 0.60 -3.82 1.67 0.012
H 1.71 -3.40 0.35 0.015
H -1.45 -3.21 0.50 0.027
H -0.34 -2.99 -0.90 -0.026
H -1.03 -0.46 1.90 -0.009
C -0.83 -2.49 -0.06 0.050
H 0.41 -0.96 2.81 0.010
H -0.97 -2.09 2.63 0.008
H -1.48 -1.72 -0.48 -0.004
C 2.62 0.27 -0.73 -0.016
C 2.12 3.12 -1.30 0.070
H 3.20 3.00 -1.18 -0.008
H 1.94 4.06 -1.85 0.021
C 1.48 1.97 -2.07 -0.081
H -0.08 3.27 -2.80 -0.136
C 2.31 1.76 -3.33 0.087
H 1.98 0.87 -3.87 0.006
H 1.65 3.22 -0.32 -0.011
H -0.48 2.36 -1.34 -0.051
H 3.37 1.66 -3.09 -0.026
H 2.19 2.64 -3.97 0.031
C 0.03 2.28 -2.37 0.231
H -0.40 1.52 -3.04 -0.103
C -5.49 0.11 -1.75 0.320
N -4.53 0.18 -0.78 0.274
H -5.70 1.19 -3.64 -0.177
N -4.06 1.66 -2.32 0.267
H -6.35 -0.53 -1.67 -0.186
C -4.62 -0.80 0.33 -1.104
C -6.06 -0.90 0.82 0.365
C -4.26 -2.17 -0.22 0.092
H -6.70 -1.44 0.12 0.029
H -6.06 -1.49 1.74 -0.006
H -6.51 0.07 1.06 0.019
H -3.79 -1.16 2.25 -0.015
H -4.01 0.58 1.89 0.007
H -3.26 -2.17 -0.66 0.036
C -3.72 -0.39 1.47 0.215
H -4.95 -2.47 -1.01 0.069
H -4.30 -2.91 0.59 -0.046
H -2.68 -0.35 1.14 0.043
C -5.18 0.99 -2.72 -0.387
C -2.77 2.00 -4.37 -0.228
H -3.52 1.45 -4.97 -0.053
H -2.28 2.75 -5.00 0.048
C -3.48 2.69 -3.21 -2.733
H -1.84 4.06 -3.01 -0.051
C -4.58 3.52 -3.87 1.153
H -5.22 4.03 -3.13 0.285
H -2.05 1.26 -4.02 0.344
H -2.23 3.25 -1.45 0.286
H -5.21 2.93 -4.55 -0.102
H -4.09 4.29 -4.47 -0.105
C -2.64 3.65 -2.39 -0.115
H -3.29 4.47 -2.05 0.039
C -3.52 1.08 -1.16 -0.656
O 3.07 2.99 2.20 0.005
S 2.02 2.02 2.44 0.057
O 2.38 0.63 2.65 0.034
N 0.84 2.17 1.28 0.194
C -0.37 2.33 1.80 0.238
S -1.79 2.16 0.83 -0.280
C -0.38 2.58 3.24 -0.023
C -1.45 2.73 4.13 0.070
C -1.17 2.89 5.49 -0.043
C 0.16 2.88 5.96 0.207
C 1.23 2.65 5.08 -0.097
C 0.93 2.51 3.72 0.160
H -2.46 2.70 3.73 0.039
H -1.98 3.03 6.19 0.002
H 0.37 3.03 7.02 0.027
H 2.26 2.57 5.41 -0.004
```

Results
Total charge ... -2
Energy relative to the best compared isomer or geometry (same formula, charge and spin) ... 0.0 kJ/mol
Spin multiplicity ... 5